[1]
18
Properties=species:S:1:pos:R:3:forces:R:3 method="wB97M-V/def2-TZVPD" smiles="CC(=O)O.CCN" relative_energy_kj_mol=132.4 homo_ev=-9.2 total_charge=0
C 1.89109 0.79196 1.99647 0.4434 0.8190 0.7376
C 1.30890 -0.52689 1.62623 0.9955 0.5520 -0.0157
O 1.06296 -1.37201 2.43910 -0.4286 -0.4749 -0.6677
O 1.23673 -0.60707 0.28051 1.6744 -0.2734 0.6851
H 1.59711 0.99435 3.01941 -0.2637 0.2567 0.0877
H 1.69179 1.64930 1.34350 -0.1868 -0.4679 0.0335
H 2.97961 0.69213 2.07253 -0.0691 -0.1857 -0.3044
H 1.04603 -1.48408 -0.04757 -0.2525 -0.8033 0.1781
C -2.37653 0.03826 -0.89982 0.4942 -0.3134 0.0899
C -0.83466 0.12883 -0.97158 -2.2478 0.5091 -0.7461
N -0.31171 -0.52626 -2.17270 -0.6674 -0.2553 0.7262
H -2.54155 0.15989 0.17357 -0.7899 0.2222 -0.1992
H -2.70659 -0.95875 -1.19273 -0.0574 -0.0292 0.0510
H -2.92354 0.77859 -1.49741 0.1902 -0.0985 0.2259
H -0.67352 1.21977 -0.98754 0.7345 -0.2494 0.4986
H -0.52085 -0.34543 -0.04429 -0.3112 0.5536 -0.9622
H -0.60761 0.00266 -2.97839 0.2453 -0.0802 -0.2423
H 0.68236 -0.63526 -2.15930 0.4968 0.3188 -0.1760

=====

[2]
18
Properties=species:S:1:pos:R:3:forces:R:3 method="wB97M-V/def2-TZVPD" smiles="CNCCC=O.O" relative_energy_kj_mol=281.8 homo_ev=-9.0 total_charge=0
C -0.26584 -2.11337 -0.83665 -0.3462 0.2637 -1.7028
N 0.17855 -1.17061 0.12777 1.7585 2.5664 0.0447
C 0.22436 0.30390 -0.20404 1.6089 -1.9487 1.3386
C 1.07141 1.09374 0.83494 2.1280 -0.1277 0.0511
C 1.76856 2.33998 0.27001 3.1319 -0.6629 0.1177
O 2.93325 2.71986 0.55974 -4.3464 -1.0004 -1.0139
H -1.17493 -1.59156 -1.41291 1.4455 -1.8954 0.6666
H -0.42238 -3.14219 -0.41598 -0.6314 1.2269 -0.0658
H 0.58225 -2.35596 -1.56845 -1.2151 0.7645 0.5006
H -0.07196 -1.20227 1.07981 -0.7075 -0.9212 0.8678
H -0.74561 0.67911 -0.30083 -1.6418 0.8768 0.0052
H 0.69199 0.45217 -1.13804 0.6382 -0.1698 -1.3378
H 0.50494 1.62339 1.58321 -0.7185 -0.5335 0.8615
H 1.91257 0.46408 1.29393 -1.5116 0.6944 -0.4341
H 1.09987 2.76830 -0.50508 0.6048 0.9072 0.0436
O -2.98751 -0.18770 0.54691 0.2593 -3.7484 -0.3231
H -2.60196 0.41908 -0.05276 0.4518 1.0917 -0.9187
H -2.69756 -1.09994 0.13841 -0.9084 2.6162 1.2989